Entry 1:
Formula: C24H19N2O5
Source: the OMol25 dataset
Level of theory: ωB97M-V with the def2-TZVPD basis set

Kohn-Sham gap (eV): 4.7
Highest occupied orbital energy (eV): -4.2
Net charge: -1

The geometry in XYZ format:
```
50
Properties=species:S:1:pos:R:3:forces:R:3:lowdin_charge:R:1
O -0.181 -3.153 2.492 0.1 -0.1 0.0 -0.07
C -0.765 -2.760 1.461 -0.5 0.4 -0.9 -0.46
C -2.098 -2.129 1.482 0.6 -0.2 0.0 -0.03
C -2.700 -1.638 0.358 0.3 -0.1 -0.2 -0.04
C -2.054 -1.747 -0.898 0.0 0.0 -0.1 -0.21
N -2.669 -1.203 -2.055 -0.3 0.2 -0.5 -0.37
O -2.079 -1.303 -3.157 -0.8 0.2 1.1 -0.02
O -3.781 -0.637 -1.939 1.2 -0.6 -0.3 -0.02
C -0.791 -2.378 -1.002 -0.3 0.1 0.2 -0.04
C -0.174 -2.869 0.116 -0.3 0.1 0.6 -0.03
H -2.593 -2.043 2.444 0.1 0.0 0.0 0.09
H -3.674 -1.156 0.403 0.2 -0.1 0.0 0.11
H -0.326 -2.457 -1.982 -0.1 0.0 0.2 0.11
H 0.800 -3.346 0.042 -0.1 0.0 0.0 0.08
O 0.340 -9.047 4.267 0.8 -0.1 -0.1 -0.03
C 1.430 -8.775 4.809 -0.2 -0.6 0.0 -0.71
O 2.623 -9.090 4.599 -0.7 -0.1 -0.3 -0.03
C 1.301 -7.771 5.983 -0.2 -0.9 0.5 -0.17
C 2.063 -8.199 7.259 -0.6 -0.4 -0.1 -0.06
C 3.080 -7.132 7.437 0.4 0.6 -0.3 -0.14
C 2.977 -6.187 6.398 1.1 0.1 1.2 -0.12
C 3.882 -5.134 6.292 0.0 0.1 0.0 0.01
C 4.905 -5.032 7.238 -0.3 -0.4 0.2 -0.07
C 5.021 -5.983 8.264 0.0 0.2 -0.2 -0.08
C 4.112 -7.041 8.365 -0.2 0.2 -0.3 -0.02
N 1.976 -6.575 5.512 -1.0 2.0 -2.5 0.05
C 1.705 -6.046 4.306 -0.2 -1.6 1.7 0.07
C 2.130 -4.767 3.903 0.8 1.4 -1.3 -0.08
C 2.700 -4.547 2.669 -1.3 -1.1 1.5 0.01
C 3.428 -3.368 2.299 0.8 1.6 -0.6 -0.21
C 4.243 -3.376 1.134 -0.5 -0.1 0.7 -0.03
C 4.997 -2.264 0.781 0.0 0.4 0.2 -0.08
C 4.953 -1.100 1.568 -0.2 -0.5 0.0 -0.08
C 4.151 -1.071 2.718 0.0 -0.2 -0.1 -0.08
C 3.393 -2.183 3.083 0.2 -0.4 -0.5 -0.01
H 0.251 -7.554 6.201 0.2 0.1 -0.2 0.16
H 1.346 -8.265 8.088 0.3 0.1 0.0 0.13
H 2.538 -9.183 7.135 -0.1 0.3 -0.1 0.13
H 3.795 -4.417 5.484 0.2 -0.1 0.2 0.09
H 5.617 -4.212 7.163 -0.1 -0.2 0.0 0.10
H 5.838 -5.896 8.979 -0.2 0.0 -0.1 0.10
H 4.194 -7.808 9.135 0.1 0.3 -0.1 0.12
H 1.085 -6.652 3.629 0.2 -0.1 0.4 0.17
H 1.980 -3.952 4.621 0.5 -0.4 -0.2 0.13
H 2.657 -5.361 1.938 0.2 0.1 0.3 0.14
H 4.276 -4.291 0.535 0.0 0.3 0.1 0.12
H 5.631 -2.296 -0.107 -0.2 0.0 0.2 0.10
H 5.540 -0.223 1.287 -0.2 -0.3 0.1 0.10
H 4.118 -0.173 3.337 0.0 -0.3 -0.2 0.10
H 2.746 -2.152 3.962 0.2 0.1 -0.3 0.11
```
Forces are in eV/Å.

---

Entry 2:
Formula: C24H19N5O8RhSSe
Source: the OMol25 dataset
Level of theory: ωB97M-V with the def2-TZVPD basis set

ΔE to the lowest compared entry with this formula, charge and spin (eV): 0.016
Kohn-Sham gap (eV): 8.1
Highest occupied orbital energy (eV): -5.8
Net charge: -1

The geometry in XYZ format:
```
59
Properties=species:S:1:pos:R:3:forces:R:3:lowdin_charge:R:1
Rh 1.393 -0.675 -0.082 0.1 -0.1 0.0 1.16
O 1.824 3.282 -0.911 -0.1 0.0 0.0 0.09
C 1.749 2.073 -0.850 0.0 0.0 -0.1 -0.42
N 1.263 1.299 0.166 0.0 -0.2 0.0 0.02
C 0.725 1.727 1.349 0.0 0.0 0.0 -0.42
O 0.487 2.858 1.710 0.0 0.0 0.0 0.10
C 0.480 0.550 2.287 0.0 0.0 0.0 -0.15
C 0.045 0.771 3.578 0.0 0.0 0.0 0.01
C -0.055 -0.313 4.437 0.0 0.0 0.0 -0.05
C 0.293 -1.573 3.983 0.0 0.0 0.0 -0.03
C 0.702 -1.728 2.668 -0.1 0.0 0.0 -0.09
N 0.776 -0.684 1.850 0.0 0.1 0.0 0.00
C 2.266 1.212 -1.995 0.1 0.0 0.1 -0.17
C 2.808 1.799 -3.118 0.0 0.0 0.0 0.01
C 3.293 0.979 -4.125 0.0 0.0 0.0 -0.05
C 3.241 -0.394 -3.965 0.0 0.0 0.0 -0.03
C 2.686 -0.917 -2.808 0.0 0.0 -0.1 -0.07
N 2.202 -0.121 -1.863 -0.3 0.0 0.0 -0.01
H -0.183 1.785 3.875 0.0 0.0 0.0 0.12
H -0.387 -0.171 5.458 0.0 0.0 0.0 0.11
H 0.252 -2.439 4.628 0.0 0.0 0.0 0.11
H 0.988 -2.685 2.254 0.0 0.0 0.0 0.10
H 2.834 2.878 -3.171 0.0 0.0 0.0 0.12
H 3.716 1.411 -5.024 0.0 0.0 0.0 0.11
H 3.626 -1.067 -4.718 0.0 0.0 0.0 0.11
H 2.631 -1.980 -2.613 0.0 0.0 0.0 0.11
C -3.196 4.613 1.962 0.0 0.0 0.0 -0.05
C -2.781 3.510 1.028 0.0 0.0 0.0 -0.28
C -3.051 2.176 1.329 0.0 0.0 0.0 -0.04
C -2.611 1.158 0.503 0.1 0.0 0.0 -0.06
C -1.900 1.473 -0.647 0.0 0.0 0.0 -0.29
C -1.644 2.791 -0.978 0.0 0.0 0.0 -0.05
C -2.079 3.801 -0.134 0.0 0.0 0.0 -0.04
S -1.370 0.151 -1.705 -0.1 -0.1 0.3 0.60
O -0.485 0.733 -2.689 0.1 0.0 0.1 -0.31
O -2.565 -0.497 -2.192 0.0 0.0 0.0 -0.30
N -0.618 -0.824 -0.657 0.2 0.0 -0.6 -0.22
C -1.024 -2.182 -0.648 0.0 0.1 0.1 -0.42
C -1.081 -2.954 -1.812 0.0 -0.1 0.0 -0.03
C -1.437 -4.280 -1.712 0.0 0.0 0.0 -0.07
C -1.708 -4.817 -0.459 0.0 0.0 0.0 -0.08
C -1.612 -3.977 0.633 0.0 0.0 0.0 -0.15
N -1.291 -2.687 0.551 -0.1 0.0 0.0 0.12
H -3.657 4.212 2.865 0.0 0.0 0.0 0.07
H -3.912 5.287 1.487 0.0 0.0 0.0 0.08
H -2.329 5.204 2.260 0.0 0.0 0.0 0.08
H -3.588 1.934 2.239 0.0 0.0 0.0 0.11
H -2.789 0.118 0.753 0.0 0.0 0.0 0.12
H -1.082 3.015 -1.875 0.0 0.0 0.0 0.11
H -1.833 4.830 -0.368 0.0 0.0 0.0 0.12
H -0.834 -2.513 -2.767 0.0 0.0 0.0 0.11
H -1.485 -4.897 -2.600 0.0 0.0 0.0 0.10
H -1.975 -5.858 -0.331 0.0 0.0 0.0 0.09
H -1.806 -4.354 1.633 0.0 0.0 0.0 0.10
O 3.359 -3.486 1.686 0.0 0.0 0.0 -0.47
Se 3.304 -2.695 0.286 -0.1 0.2 0.0 0.80
O 3.344 -1.010 0.532 0.0 0.2 0.1 -0.53
O 1.725 -2.694 -0.338 0.0 -0.2 0.0 -0.54
O 4.357 -3.160 -0.835 0.0 0.0 0.0 -0.46
```
Forces are in eV/Å.